Record 1
{"formula": "H8O4", "method": "ωB97M-V/def2-TZVPD", "homo_lumo_gap_ev": 11.381, "relative_energy_kj_mol": 108.2, "smiles": "O.O.O.O", "lumo_ev": 0.4, "mol_weight_g_mol": 72.06, "total_energy_ha": -305.7380, "charge": 0, "multiplicity": 1, "species": ["O", "H", "H", "O", "H", "H", "O", "H", "H", "O", "H", "H"], "coordinates": [[-0.33946, 2.33205, 1.67756], [-0.49787, 2.47538, 0.74994], [0.39966, 1.73642, 1.60779], [-0.89706, -0.89021, 0.76098], [-1.66989, -1.31727, 0.54828], [-1.11396, -0.06286, 1.11931], [1.18364, -2.20111, -1.00433], [0.97824, -1.82230, -1.84893], [0.78517, -1.68985, -0.32917], [0.68998, 0.63802, -0.93895], [0.49441, 0.60207, -1.84038], [-0.01285, 0.19965, -0.50211]], "forces_ev_per_angstrom": [[-0.4, -0.3, 0.2], [-0.3, 0.5, -0.7], [0.8, -0.4, 0.4], [3.3, -0.1, -0.1], [-2.9, -1.6, -0.7], [-0.7, 1.9, 1.2], [0.9, -1.8, -0.5], [-0.2, 0.4, -0.3], [-0.6, 0.9, 0.8], [1.5, 1.3, 1.4], [-0.4, 0.0, -2.2], [-1.2, -1.0, 0.6]], "lowdin_charge": [-0.0371, 0.0214, 0.0231, 0.0254, 0.0305, 0.0181, -0.0354, 0.0176, -0.0343, -0.0108, 0.0176, -0.0360]}

=====

Record 2
{"formula": "C19H22N2O3", "method": "ωB97M-V/def2-TZVPD", "homo_lumo_gap_ev": 8.739, "relative_energy_kj_mol": 287.3, "smiles": "COc1cccc([C@H](C)N(C)Cc2nc(-c3ccoc3)oc2C)c1", "lumo_ev": 0.8, "mol_weight_g_mol": 326.40, "total_energy_ha": -1072.4030, "charge": 0, "multiplicity": 1, "species": ["C", "O", "C", "C", "C", "C", "C", "C", "C", "N", "C", "C", "C", "N", "C", "C", "C", "C", "O", "C", "O", "C", "C", "C", "H", "H", "H", "H", "H", "H", "H", "H", "H", "H", "H", "H", "H", "H", "H", "H", "H", "H", "H", "H", "H", "H"], "coordinates": [[-5.36051, -1.36977, -1.37289], [-5.31395, -0.02545, -0.96168], [-4.23863, 0.39341, -0.23556], [-4.24450, 1.73817, 0.14128], [-3.19850, 2.24579, 0.87928], [-2.13146, 1.43843, 1.24995], [-2.11245, 0.10398, 0.87940], [-0.99380, -0.85616, 1.23101], [0.12125, -0.22841, 2.07792], [-0.55942, -1.52748, 0.00936], [0.29807, -2.67386, 0.22420], [-0.10211, -0.67499, -1.07210], [1.18795, 0.05623, -0.85814], [2.38043, -0.58278, -0.65024], [3.26429, 0.35872, -0.49959], [4.66517, 0.18058, -0.24373], [5.35251, -1.06048, -0.10453], [6.64971, -0.73730, 0.12780], [6.81715, 0.59758, 0.14330], [5.61932, 1.15115, -0.08084], [2.74043, 1.60009, -0.60152], [1.41256, 1.40648, -0.82876], [0.53003, 2.58732, -0.99971], [-3.17479, -0.41217, 0.14034], [-6.28713, -1.47384, -1.93552], [-5.37870, -2.05169, -0.51661], [-4.51339, -1.62228, -2.01875], [-5.07802, 2.35474, -0.15494], [-3.20680, 3.28598, 1.17073], [-1.32938, 1.86397, 1.83050], [-1.44644, -1.65354, 1.84148], [-0.28138, 0.09716, 3.03429], [0.89580, -0.96759, 2.26778], [0.57490, 0.62076, 1.57592], [0.30766, -3.26708, -0.69117], [-0.11611, -3.28230, 1.02757], [1.33350, -2.40975, 0.46654], [-0.88375, 0.05918, -1.28288], [0.01186, -1.32118, -1.94944], [4.91268, -2.03219, -0.17489], [7.51983, -1.34088, 0.29314], [5.55513, 2.22044, -0.10518], [0.49254, 2.89075, -2.04656], [-0.47949, 2.35221, -0.66999], [0.91813, 3.42047, -0.41778], [-3.13020, -1.45242, -0.13880]], "forces_ev_per_angstrom": [[0.0, -0.2, -0.1], [0.1, 0.3, 0.2], [0.1, 0.0, 0.1], [-0.1, 0.0, -0.1], [-0.2, 0.0, -0.1], [0.1, -0.2, 0.1], [-0.1, 0.1, 0.1], [0.1, 0.0, 0.2], [-0.2, -0.1, -0.1], [0.0, -0.1, 0.0], [0.1, 0.0, 0.1], [0.0, 0.1, -0.1], [-0.2, 1.2, -0.1], [1.0, -0.1, 0.1], [-0.8, -0.5, -0.1], [0.8, 0.8, 0.1], [0.4, 0.2, 0.1], [-0.5, -0.7, -0.1], [0.4, 0.3, 0.1], [-1.0, -0.2, -0.2], [0.4, 0.1, 0.1], [-0.8, -0.8, -0.2], [0.3, -0.1, -0.1], [-0.3, -0.1, -0.1], [0.1, 0.0, 0.0], [0.0, 0.0, 0.0], [0.0, 0.0, 0.0], [-0.1, 0.1, 0.0], [0.0, 0.1, 0.0], [0.1, 0.0, 0.1], [0.1, 0.1, -0.1], [0.0, 0.0, 0.1], [0.1, 0.0, 0.0], [0.1, 0.1, 0.0], [0.1, -0.1, 0.0], [0.0, -0.1, 0.0], [-0.1, -0.1, 0.0], [0.0, -0.1, -0.1], [-0.1, 0.1, 0.0], [0.0, -0.3, 0.0], [0.2, 0.0, 0.0], [0.1, 0.2, 0.0], [0.0, 0.1, 0.0], [0.0, 0.0, 0.0], [-0.1, 0.1, 0.1], [0.0, -0.1, -0.1]], "lowdin_charge": [-0.0902, -0.0842, -0.2649, -0.0100, -0.0778, -0.0642, -0.1883, -0.3148, -0.0356, -0.1846, -0.0919, -0.1144, -0.2185, 0.2019, -0.2847, -0.1373, 0.0012, -0.1109, 0.0223, -0.0504, 0.1273, -0.2517, 0.0089, 0.0231, 0.0921, 0.0957, 0.0957, 0.1152, 0.1047, 0.1034, 0.1481, 0.0837, 0.0772, 0.0653, 0.0867, 0.0866, 0.0636, 0.1193, 0.1305, 0.1118, 0.1212, 0.1347, 0.0887, 0.0638, 0.0890, 0.1132]}

=====

Record 3
{"formula": "C4H7ClN3O5S", "method": "ωB97M-V/def2-TZVPD", "homo_lumo_gap_ev": 7.858, "relative_energy_kj_mol": 0.0, "lumo_ev": 3.3, "mol_weight_g_mol": 244.64, "total_energy_ha": -1555.4401, "charge": -1, "multiplicity": 1, "species": ["C", "C", "C", "C", "N", "N", "N", "O", "O", "O", "O", "O", "S", "Cl", "H", "H", "H", "H", "H", "H", "H"], "coordinates": [[-0.90414, 2.39782, 0.41235], [0.87894, -1.32037, 0.44343], [0.01075, 3.46336, -0.25229], [2.27255, -3.07078, 0.02490], [-0.18612, -1.02711, 1.16800], [-0.35493, 1.15534, 0.27574], [-0.95735, -0.01208, 0.79860], [-1.77294, 2.70389, 1.17609], [1.16471, -0.85035, -0.64728], [-2.99714, -1.54505, 0.52522], [-1.44352, -1.60778, -1.33868], [1.41374, -2.44448, 0.97158], [-1.99984, -0.86310, -0.24493], [-3.21757, 0.59448, -1.10722], [0.92838, 3.06757, -0.32845], [-0.01902, 4.25939, 0.52154], [-0.44837, 3.94333, -1.17165], [1.99729, -4.17949, 0.05926], [3.37564, -2.94559, -0.01887], [1.81253, -2.69240, -0.91003], [0.44640, 0.97340, -0.35729]], "forces_ev_per_angstrom": [[2.0, 0.3, 0.2], [-2.5, -0.3, -0.1], [-4.8, 2.1, 0.7], [-1.7, -2.0, -1.7], [1.5, -1.5, 3.0], [0.4, -0.9, -1.0], [-1.4, 2.7, -1.2], [-1.3, 0.1, 0.2], [1.5, 0.9, -0.7], [0.7, 0.1, 0.6], [0.3, 0.5, 0.2], [2.3, -0.1, 0.2], [-2.1, -1.3, -1.0], [0.3, 0.6, -0.2], [3.5, -1.0, -0.9], [0.4, -0.3, -0.5], [0.8, -1.0, 0.8], [0.7, 1.3, 0.2], [-0.7, 0.4, 0.8], [1.2, -0.7, -0.1], [-0.9, 0.0, 0.4]], "lowdin_charge": [-0.5730, -0.6712, 0.0065, -0.0974, -0.0125, 0.0542, -0.2647, 0.0453, -0.0098, -0.3746, -0.3401, -0.0541, 0.3839, 0.3092, 0.0150, 0.0866, 0.1007, 0.1009, 0.0844, 0.0798, 0.1310]}